1.
{
  "formula": "C26H37N3O2",
  "method": "ωB97M-V with the def2-TZVPD basis set",
  "elements": ["C", "C", "N", "C", "C", "C", "C", "C", "N", "C", "C", "O", "C", "C", "C", "C", "C", "C", "C", "N", "C", "C", "C", "C", "C", "C", "C", "O", "C", "C", "C", "H", "H", "H", "H", "H", "H", "H", "H", "H", "H", "H", "H", "H", "H", "H", "H", "H", "H", "H", "H", "H", "H", "H", "H", "H", "H", "H", "H", "H", "H", "H", "H", "H", "H", "H", "H", "H"],
  "coordinates": [[-4.686, -2.714, -1.608], [-4.998, -1.669, -0.542], [-3.790, -1.042, -0.028], [-3.052, -1.903, 0.890], [-1.575, -1.952, 0.590], [-0.629, -1.934, 1.606], [0.723, -2.034, 1.336], [1.159, -2.152, 0.021], [2.506, -2.258, -0.334], [3.608, -2.358, 0.462], [4.883, -2.485, -0.349], [3.590, -2.368, 1.672], [0.215, -2.175, -1.004], [-1.132, -2.078, -0.721], [-4.044, 0.269, 0.539], [-2.777, 1.108, 0.724], [-3.099, 2.397, 1.479], [-1.842, 3.252, 1.588], [-1.258, 3.507, 0.202], [-0.948, 2.244, -0.431], [-0.142, 2.363, -1.629], [0.755, 1.134, -1.836], [1.854, 1.053, -0.816], [1.551, 0.974, 0.540], [2.565, 0.917, 1.474], [3.895, 0.916, 1.087], [4.208, 0.975, -0.263], [5.480, 0.949, -0.775], [6.558, 0.941, 0.129], [3.182, 1.050, -1.205], [-2.151, 1.459, -0.626], [-5.612, -3.143, -1.983], [-4.071, -3.518, -1.211], [-4.157, -2.250, -2.436], [-5.596, -2.130, 0.265], [-5.613, -0.890, -1.000], [-3.438, -2.925, 0.807], [-3.205, -1.589, 1.933], [-0.952, -1.843, 2.634], [1.445, -2.021, 2.134], [2.673, -2.244, -1.331], [5.038, -1.589, -0.945], [5.724, -2.619, 0.326], [4.822, -3.344, -1.014], [0.545, -2.279, -2.030], [-1.857, -2.095, -1.519], [-4.558, 0.188, 1.517], [-4.711, 0.808, -0.139], [-2.041, 0.539, 1.296], [-3.487, 2.167, 2.474], [-3.872, 2.950, 0.938], [-1.097, 2.729, 2.189], [-2.069, 4.204, 2.072], [-0.335, 4.084, 0.297], [-1.977, 4.101, -0.395], [-0.770, 2.506, -2.527], [0.499, 3.243, -1.530], [1.185, 1.182, -2.839], [0.140, 0.235, -1.768], [0.518, 0.975, 0.843], [2.327, 0.861, 2.525], [4.665, 0.856, 1.840], [6.559, 1.837, 0.758], [6.543, 0.052, 0.766], [7.457, 0.931, -0.485], [3.457, 1.105, -2.249], [-1.897, 0.533, -1.143], [-2.890, 2.006, -1.242]],
  "forces_ev_per_a": [[-0.1518, 0.2028, 0.2264], [-0.0294, -0.1771, -0.1780], [-0.1628, -0.0065, -0.0171], [0.0605, -0.0533, -0.1221], [0.0606, -0.0308, 0.1296], [-0.1197, -0.0545, -0.2200], [0.1663, -0.0968, 0.1245], [-0.2931, -0.1222, 0.1748], [-0.1390, 0.0335, -0.4133], [0.3799, -0.1078, -0.3305], [0.0306, 0.0108, 0.2216], [-0.0453, -0.0362, 0.3139], [0.1056, -0.1011, 0.1081], [0.0204, -0.0056, 0.1103], [0.2089, 0.1887, 0.1210], [-0.4518, 0.1090, -0.1909], [0.3027, -0.2042, 0.1020], [-0.1957, 0.1823, -0.2182], [0.1221, 0.0586, 0.2914], [-0.1814, 0.1943, -0.1264], [0.0700, -0.1460, -0.1843], [-0.1270, 0.2727, 0.0280], [0.0773, -0.0209, -0.0921], [0.0598, 0.0516, 0.2484], [-0.1184, 0.0408, -0.0946], [0.3978, 0.0466, -0.0751], [-0.0249, 0.0287, -0.0280], [-0.3452, 0.0180, -0.1490], [0.1563, 0.0020, 0.1228], [0.1547, 0.0017, 0.0265], [0.1078, -0.2812, 0.2350], [-0.0617, -0.1169, -0.0584], [0.0740, -0.1303, 0.0068], [0.0719, 0.0299, -0.1032], [-0.0070, 0.0916, -0.0370], [0.0037, -0.0222, 0.0911], [-0.0603, 0.0974, 0.0529], [-0.0219, -0.0474, -0.0418], [-0.0431, 0.0303, 0.1192], [0.0466, 0.0229, 0.0270], [0.0812, 0.0169, 0.2063], [0.0336, 0.0920, -0.0917], [-0.0224, 0.0067, 0.0271], [0.0103, -0.0634, -0.0796], [0.0293, 0.0005, -0.1081], [-0.0792, 0.0313, -0.1245], [-0.0096, 0.0170, -0.0689], [-0.0279, 0.0092, 0.0424], [0.0427, -0.0026, 0.0397], [-0.0851, -0.0029, 0.0009], [-0.0971, 0.0285, -0.0248], [0.0665, 0.0176, 0.0641], [0.0408, 0.0148, 0.0456], [-0.0473, 0.0137, -0.0628], [0.0493, 0.0161, -0.0075], [0.0281, 0.0676, 0.0530], [-0.0538, 0.0043, -0.0306], [-0.0142, -0.0797, -0.0289], [-0.0090, 0.0083, -0.1216], [-0.0413, -0.0646, 0.0698], [-0.0322, -0.0421, 0.1116], [0.1095, -0.0291, 0.0492], [-0.0090, -0.0444, 0.0009], [0.0026, 0.0279, 0.0041], [-0.0288, -0.0021, 0.0888], [0.0147, 0.0145, -0.1471], [-0.0397, 0.0081, -0.0812], [-0.0098, -0.0169, -0.0276]],
  "spin_multiplicity": 1,
  "total_charge": 0,
  "homo_energy_ev": -7.897,
  "fmax_ev_per_a": 0.515,
  "smiles": "CCN(Cc1ccc(NC(C)=O)cc1)C[C@@H]1CCCN(CCc2cccc(OC)c2)C1",
  "relative_energy_kcal_mol": 34.7,
  "e_tot_ha": -1327.70224
}

***

2.
{
  "formula": "C26H37N3O7S",
  "method": "ωB97M-V with the def2-TZVPD basis set",
  "elements": ["C", "O", "C", "C", "C", "C", "N", "C", "C", "C", "C", "S", "O", "O", "N", "C", "C", "C", "C", "C", "O", "C", "C", "C", "O", "N", "C", "C", "C", "C", "C", "C", "O", "C", "C", "O", "C", "H", "H", "H", "H", "H", "H", "H", "H", "H", "H", "H", "H", "H", "H", "H", "H", "H", "H", "H", "H", "H", "H", "H", "H", "H", "H", "H", "H", "H", "H", "H", "H", "H", "H", "H", "H", "H"],
  "coordinates": [[1.513, 1.925, -3.499], [1.273, 2.660, -2.324], [0.356, 2.182, -1.423], [-0.309, 0.971, -1.584], [-1.164, 0.494, -0.607], [-1.785, -0.875, -0.739], [-1.147, -1.824, 0.171], [0.211, -2.082, 0.065], [0.948, -2.351, 1.223], [2.301, -2.611, 1.155], [2.934, -2.598, -0.073], [4.711, -2.771, -0.150], [5.129, -2.629, -1.515], [5.091, -3.946, 0.577], [5.348, -1.482, 0.695], [5.234, -0.168, 0.116], [3.829, 0.441, 0.259], [3.792, 1.977, 0.102], [3.235, 2.475, 1.440], [2.539, 1.225, 1.975], [3.353, 0.147, 1.567], [2.218, -2.386, -1.234], [0.860, -2.141, -1.172], [-3.305, -0.860, -0.478], [-3.966, 0.154, -0.534], [-3.783, -2.088, -0.215], [-5.186, -2.421, 0.043], [-5.254, -3.926, 0.293], [-5.668, -1.653, 1.277], [-6.027, -2.044, -1.178], [-1.372, 1.231, 0.550], [-0.757, 2.464, 0.708], [-0.918, 3.276, 1.787], [-1.826, 2.885, 2.787], [0.118, 2.953, -0.279], [0.717, 4.151, 0.005], [0.925, 5.073, -1.044], [2.253, 2.500, -4.054], [1.922, 0.933, -3.277], [0.607, 1.823, -4.105], [-0.152, 0.388, -2.476], [-1.658, -1.240, -1.765], [-1.418, -1.651, 1.133], [0.450, -2.334, 2.182], [2.874, -2.811, 2.046], [5.056, -1.505, 1.661], [5.497, -0.269, -0.938], [5.964, 0.477, 0.614], [3.153, -0.030, -0.471], [3.135, 2.260, -0.718], [4.785, 2.375, -0.101], [4.045, 2.762, 2.111], [2.547, 3.308, 1.327], [1.536, 1.126, 1.533], [2.463, 1.190, 3.062], [2.746, -2.406, -2.174], [0.307, -1.993, -2.085], [-3.118, -2.846, -0.201], [-6.280, -4.223, 0.492], [-4.645, -4.202, 1.152], [-4.901, -4.476, -0.578], [-5.579, -0.585, 1.100], [-6.708, -1.889, 1.482], [-5.071, -1.918, 2.147], [-7.072, -2.285, -1.003], [-5.684, -2.586, -2.056], [-5.939, -0.978, -1.368], [-2.045, 0.854, 1.301], [-1.496, 1.972, 3.295], [-1.844, 3.705, 3.502], [-2.832, 2.734, 2.382], [1.805, 4.818, -1.640], [0.052, 5.134, -1.700], [1.079, 6.036, -0.558]],
  "forces_ev_per_a": [[0.0655, -0.1181, -0.1969], [-0.2430, 0.1343, 0.5007], [0.1050, 0.2494, 0.1294], [-0.1111, -0.1118, -0.0410], [0.0411, 0.1487, -0.1727], [0.1721, 0.3500, 0.0257], [-0.3648, -0.2427, 0.1627], [0.4245, -0.2033, -0.0545], [0.0070, 0.0299, -0.0717], [-0.1264, -0.0411, 0.0078], [0.6796, -0.1328, -0.1942], [0.3035, -0.0677, 0.3466], [-0.2635, 0.2965, -0.0218], [-0.2579, 0.1556, 0.2456], [-0.1841, -0.9878, -0.3872], [-0.4555, 0.4864, -0.1784], [0.2233, 0.0273, -0.3916], [-0.0454, -0.1927, 0.0242], [-0.0608, -0.2132, 0.1277], [-0.2053, 0.3178, 0.0881], [0.3725, -0.0794, 0.0745], [0.0793, -0.0368, -0.0360], [-0.1124, 0.0491, 0.0977], [0.4463, -0.3139, -0.0556], [-0.1633, 0.2944, -0.0730], [-0.1241, -0.4821, 0.0848], [-0.2977, 0.1187, -0.0115], [0.0638, 0.2710, -0.0502], [0.0679, -0.0325, -0.1694], [0.1045, 0.0136, 0.1425], [0.0252, 0.1317, 0.0729], [0.1141, 0.0435, -0.0528], [0.2370, -0.0037, -0.3690], [-0.1646, -0.0869, 0.1745], [0.0419, 0.2092, 0.0031], [-0.0469, -0.5819, 0.0445], [0.1712, 0.3637, -0.2454], [-0.0478, -0.0823, -0.0074], [-0.0346, 0.0148, -0.0053], [0.0291, -0.0198, 0.0288], [0.0440, -0.0752, -0.1152], [-0.0180, 0.0682, 0.0869], [0.0297, -0.0011, -0.1012], [-0.0455, 0.0063, 0.1112], [-0.0037, 0.0102, 0.1895], [-0.0369, -0.1087, 0.2208], [0.0647, 0.2484, 0.0290], [-0.0339, -0.0282, -0.0721], [0.0712, 0.1059, 0.1209], [0.0039, 0.0356, -0.0711], [0.0585, 0.0485, -0.0527], [-0.0053, 0.0188, 0.0445], [0.0197, 0.0773, 0.0110], [0.0308, -0.0162, 0.0610], [-0.0636, 0.0188, -0.0278], [-0.0126, 0.0210, -0.1513], [-0.0473, 0.0349, -0.1050], [0.0646, 0.1214, 0.0314], [-0.0961, -0.0250, 0.0182], [0.0660, -0.0533, 0.1128], [0.0335, -0.0904, -0.1049], [-0.0303, 0.0807, 0.0364], [-0.1465, -0.0476, 0.0416], [0.0521, -0.0494, 0.1057], [-0.1521, -0.0486, 0.0144], [0.0177, -0.0815, -0.0954], [-0.0439, 0.0683, -0.0450], [-0.1156, 0.0318, 0.1227], [-0.0250, 0.0170, -0.0333], [-0.0293, -0.0826, -0.0174], [0.0421, -0.0096, 0.0115], [-0.1242, 0.0677, 0.0706], [0.0051, -0.0194, 0.0156], [-0.0394, -0.0192, -0.0594]],
  "spin_multiplicity": 1,
  "total_charge": 0,
  "homo_energy_ev": -8.278,
  "fmax_ev_per_a": 1.077,
  "smiles": "COc1cc([C@@H](Nc2ccc(S(=O)(=O)NC[C@@H]3CCCO3)cc2)C(=O)NC(C)(C)C)cc(OC)c1OC",
  "e_tot_ha": -2102.05668
}

***

Values for gap between HOMO and LUMO, eV, ordered as above
8.68 8.65